{
  "formula": "C13H22FI2OP2Zr",
  "method": "ωB97M-V/def2-TZVPD",
  "homo_lumo_gap_ev": 3.012,
  "total_charge": 3,
  "relative_energy_kj_mol": 108.98,
  "homo_energy_ev": -16.146,
  "symbols": ["I", "I", "Zr", "P", "C", "C", "H", "H", "H", "H", "H", "H", "C", "H", "H", "H", "P", "C", "C", "H", "H", "H", "C", "H", "H", "H", "H", "H", "H", "C", "O", "F", "C", "C", "C", "C", "C", "C", "H", "H", "H", "H"],
  "positions_angstrom": [[1.2195, 5.4654, -1.2726], [0.5110, 4.1373, -3.5303], [-0.3620, -1.0268, -0.5460], [2.2896, -0.7308, -0.4006], [3.2747, 0.6171, -1.1333], [3.2744, -1.1151, 1.0798], [4.2117, -1.5602, 0.7319], [3.7909, -2.3664, -1.2272], [2.7639, -1.8257, 1.7369], [2.1371, -3.0705, -1.1569], [3.2504, 1.4902, -0.4630], [3.4836, -0.1945, 1.6340], [2.7300, -2.1830, -1.4367], [4.3135, 0.2596, -1.2539], [2.5728, -1.9385, -2.4990], [2.8556, 0.8953, -2.1122], [-2.3635, 0.4872, 0.3671], [-2.7560, 2.1938, -0.1407], [-3.7300, -0.4972, -0.3665], [-2.6284, -0.4126, 2.6268], [-4.0031, 0.5839, 2.0878], [-2.4819, 1.3665, 2.6172], [-2.9121, 0.5032, 2.1003], [-3.5750, -1.5783, -0.2106], [-4.6290, -0.1723, 0.1708], [-3.8211, 2.3853, 0.0841], [-2.5709, 2.3140, -1.2192], [-3.8093, -0.2739, -1.4419], [-2.1189, 2.8952, 0.4201], [0.2171, 1.0250, -0.2963], [0.5000, 2.1618, -0.3770], [-1.1398, -6.1817, 2.9231], [-0.9099, -4.9551, 2.3529], [-1.9684, -4.0505, 2.2667], [-1.7259, -2.8059, 1.6683], [-0.4527, -2.4446, 1.1317], [0.5762, -3.4075, 1.2843], [0.3671, -4.6593, 1.8770], [-2.9746, -4.2727, 2.6434], [-2.5497, -2.0972, 1.6522], [1.5867, -3.1817, 0.9647], [1.2003, -5.3659, 1.9480]],
  "nbo_charge": [0.051, -0.017, 1.826, 0.868, -0.927, -0.908, 0.286, 0.300, 0.266, 0.254, 0.280, 0.286, -0.945, 0.301, 0.274, 0.272, 0.869, -0.927, -0.945, 0.267, 0.286, 0.287, -0.909, 0.254, 0.300, 0.301, 0.272, 0.275, 0.281, 0.329, -0.276, -0.255, 0.514, -0.241, -0.198, -0.517, -0.199, -0.241, 0.289, 0.215, 0.214, 0.288]
}

=====

{
  "formula": "C13H22FN3O3SSi",
  "method": "ωB97M-V/def2-TZVPD",
  "homo_lumo_gap_ev": 8.563,
  "total_charge": 0,
  "relative_energy_kj_mol": 13.88,
  "homo_energy_ev": -8.648,
  "smiles": "C[Si](C)(C)CCSCCCNC(=O)n1cc(F)c(=O)[nH]c1=O",
  "symbols": ["C", "Si", "C", "C", "C", "C", "S", "C", "C", "C", "N", "C", "O", "N", "C", "C", "F", "C", "O", "N", "C", "O", "H", "H", "H", "H", "H", "H", "H", "H", "H", "H", "H", "H", "H", "H", "H", "H", "H", "H", "H", "H", "H", "H"],
  "positions_angstrom": [[2.5440, -0.0879, -2.1686], [2.0067, 0.7890, -0.5929], [0.6022, 1.9737, -1.0279], [3.5150, 1.7325, 0.1007], [1.3897, -0.6016, 0.4900], [1.6898, -0.3678, 1.9417], [1.0772, 1.1482, 2.6189], [-0.7326, 0.9936, 2.4519], [-1.3869, -0.1646, 3.1396], [-2.7969, -0.4532, 2.6695], [-2.8356, -0.5897, 1.2313], [-2.0236, -1.4423, 0.5257], [-1.4392, -2.3537, 1.1033], [-1.7941, -1.1780, -0.8485], [-0.9600, -2.0868, -1.4946], [-0.4433, -1.8166, -2.7212], [0.6419, -2.5153, -3.1694], [-0.9421, -0.6315, -3.4537], [-0.4594, -0.3928, -4.5535], [-1.9392, 0.1250, -2.8594], [-2.2078, 0.0167, -1.4978], [-2.7382, 0.9595, -0.9369], [3.2784, 0.5550, -2.6355], [2.9631, -1.0460, -1.8741], [1.7481, -0.2505, -2.8794], [0.7727, 2.9301, -0.5011], [0.5527, 2.1461, -2.1001], [-0.3611, 1.5804, -0.6684], [3.2202, 2.4532, 0.8758], [4.0173, 2.2709, -0.7069], [4.2254, 1.0209, 0.5182], [0.3037, -0.5812, 0.2774], [1.7369, -1.5484, 0.1041], [2.7740, -0.3413, 2.0992], [1.3201, -1.2318, 2.5614], [-1.1707, 1.9453, 2.8446], [-0.9614, 0.9593, 1.4155], [-1.4170, 0.0299, 4.2148], [-0.7797, -1.0697, 3.0172], [-3.1811, -1.3829, 3.1000], [-3.4873, 0.3560, 2.9475], [-3.3521, 0.1773, 0.7805], [-0.6408, -2.9335, -0.9496], [-2.3288, 0.9046, -3.3896]],
  "nbo_charge": [-1.111, 1.643, -1.128, -1.107, -0.893, -0.555, 0.219, -0.534, -0.442, -0.208, -0.626, 0.799, -0.630, -0.492, -0.008, 0.259, -0.293, 0.585, -0.554, -0.626, 0.819, -0.607, 0.234, 0.230, 0.235, 0.247, 0.237, 0.223, 0.245, 0.238, 0.230, 0.216, 0.240, 0.234, 0.217, 0.230, 0.208, 0.217, 0.231, 0.214, 0.205, 0.439, 0.268, 0.452]
}

=====

{
  "formula": "C13H22MnN4O3S5",
  "method": "ωB97M-V/def2-TZVPD",
  "homo_lumo_gap_ev": [5.986, 6.136],
  "multiplicity": 4,
  "total_charge": 2,
  "homo_energy_ev": [-13.199, -14.065],
  "symbols": ["Mn", "S", "C", "S", "C", "C", "S", "S", "S", "N", "C", "C", "C", "C", "N", "C", "N", "N", "C", "O", "O", "H", "H", "H", "H", "H", "H", "H", "H", "H", "H", "H", "H", "H", "H", "C", "C", "C", "O", "C", "H", "H", "H", "H", "H", "H", "H", "H"],
  "positions_angstrom": [[-0.9867, 0.4952, -1.1167], [-2.3909, 7.5289, -1.1886], [-2.0796, 5.9540, -1.1832], [-2.1566, 4.9619, 0.2522], [-1.6707, 3.4949, -0.4660], [-1.3913, 3.5367, -1.8417], [-0.9056, 2.1686, -2.7379], [-1.5770, 5.0575, -2.5937], [-1.5692, 2.0594, 0.4596], [1.0369, 0.7643, -0.7787], [1.5886, -0.2562, 0.1611], [3.0029, -0.6935, -0.2789], [3.4922, -2.1339, -0.0829], [3.7731, -2.6868, 1.3200], [4.0938, -1.6983, 2.3585], [3.3858, -1.5013, 3.4678], [3.9353, -0.8374, 4.4910], [2.1343, -1.9365, 3.5555], [0.5345, -1.3405, 0.3438], [0.7431, -2.3396, 0.9870], [-0.6400, -1.0436, -0.1677], [1.4776, 0.6684, -1.6955], [1.2494, 1.7107, -0.4716], [1.6266, 0.2265, 1.1425], [3.7215, 0.0118, 0.1434], [3.0582, -0.5392, -1.3606], [4.4171, -2.1986, -0.6585], [2.7968, -2.8244, -0.5575], [4.6309, -3.3567, 1.2660], [2.9389, -3.2868, 1.6686], [5.0367, -1.3385, 2.3670], [4.9308, -0.6968, 4.5381], [3.4180, -0.6822, 5.3405], [1.6423, -2.2821, 2.7360], [1.6275, -1.8659, 4.4216], [-5.1084, -0.2914, -1.2046], [-4.8297, 0.2666, -2.6147], [-3.4183, -0.1799, -2.9149], [-2.7712, -0.1118, -1.5996], [-3.7365, -0.6451, -0.6259], [-5.7344, -1.1800, -1.2469], [-5.6174, 0.4452, -0.5880], [-4.8837, 1.3546, -2.6186], [-5.5292, -0.1112, -3.3574], [-2.8638, 0.4633, -3.5908], [-3.3594, -1.2172, -3.2461], [-3.5138, -0.1764, 0.3279], [-3.5593, -1.7167, -0.5607]],
  "nbo_charge": [1.146, 0.274, -0.640, 0.601, -0.398, -0.382, -0.046, 0.607, 0.026, -0.775, -0.178, -0.403, -0.416, -0.227, -0.564, 0.676, -0.763, -0.778, 0.798, -0.624, -0.737, 0.408, 0.422, 0.236, 0.223, 0.219, 0.233, 0.240, 0.232, 0.231, 0.415, 0.425, 0.426, 0.455, 0.425, -0.439, -0.428, -0.065, -0.588, -0.062, 0.239, 0.237, 0.220, 0.251, 0.221, 0.202, 0.211, 0.211]
}

=====

{
  "formula": "C13H22N4O3S",
  "method": "ωB97M-V/def2-TZVPD",
  "homo_lumo_gap_ev": 9.854,
  "total_charge": 0,
  "relative_energy_kj_mol": 102.32,
  "homo_energy_ev": -9.214,
  "smiles": "CCCCNC(=O)C1CCN(S(=O)(=O)c2cnc[nH]2)CC1",
  "symbols": ["C", "C", "C", "C", "N", "C", "O", "C", "C", "C", "N", "S", "O", "O", "C", "C", "N", "C", "N", "C", "C", "H", "H", "H", "H", "H", "H", "H", "H", "H", "H", "H", "H", "H", "H", "H", "H", "H", "H", "H", "H", "H", "H"],
  "positions_angstrom": [[3.7390, 1.6481, -0.9773], [4.9106, 1.4718, -0.0194], [4.4962, 0.9982, 1.3742], [3.8456, -0.3877, 1.3993], [2.4309, -0.3488, 1.1022], [1.8514, -1.0925, 0.1401], [2.4722, -1.8359, -0.5930], [0.3436, -0.8828, 0.0193], [-0.3535, -2.2129, -0.2981], [-1.6685, -1.9717, -1.0504], [-2.2481, -0.6836, -0.7217], [-2.9042, -0.5611, 0.8081], [-3.3662, -1.8590, 1.2102], [-2.0781, 0.1927, 1.7095], [-4.3636, 0.3745, 0.4462], [-4.6783, 1.6834, 0.1870], [-5.9994, 1.7904, -0.0880], [-6.4888, 0.5824, -0.0010], [-5.5348, -0.3178, 0.3158], [-1.4340, 0.4502, -1.1185], [0.0634, 0.1165, -1.1095], [3.2850, 0.6899, -1.2104], [4.0811, 2.0950, -1.9081], [2.9843, 2.3011, -0.5425], [5.4337, 2.4257, 0.0862], [5.6150, 0.7540, -0.4440], [5.3878, 0.9655, 2.0036], [3.8075, 1.7224, 1.8171], [4.3023, -1.0440, 0.6556], [3.9838, -0.8350, 2.3911], [1.8545, 0.2329, 1.6900], [-0.0514, -0.4686, 0.9508], [0.3186, -2.8230, -0.9055], [-0.5557, -2.7423, 0.6338], [-2.4066, -2.7278, -0.7847], [-1.5190, -1.9884, -2.1327], [-4.0395, 2.5422, 0.1917], [-7.5176, 0.3302, -0.1604], [-5.6040, -1.3102, 0.4811], [-1.6470, 1.2497, -0.4071], [-1.7531, 0.7746, -2.1153], [0.6386, 1.0318, -0.9671], [0.3664, -0.3300, -2.0580]],
  "nbo_charge": [-0.611, -0.390, -0.398, -0.233, -0.613, 0.701, -0.644, -0.330, -0.428, -0.231, -0.670, 2.329, -0.950, -0.930, -0.249, -0.050, -0.446, 0.178, -0.499, -0.228, -0.404, 0.212, 0.210, 0.193, 0.200, 0.199, 0.210, 0.190, 0.233, 0.193, 0.395, 0.232, 0.243, 0.219, 0.236, 0.206, 0.217, 0.204, 0.444, 0.217, 0.206, 0.224, 0.214]
}

=====

In the order shown, the computed E values come out to -54630.9867; -45882.9250; -111424.5916; -36776.3959 eV.